# 1
DFT (ωB97M-V/def2-TZVPD) results for an isolated molecule of C3H4O3.

Geometry as ORCA input:
```
! wB97M-V def2-TZVPD RIJCOSX def2/J DEFGRID3
* xyz 0 1
C -1.515 0.244 0.685
O -0.127 -0.060 0.841
C 0.476 -0.396 -0.313
O -0.034 -0.753 -1.341
C 2.037 0.354 -0.303
O 1.861 -0.858 0.078
H -1.895 0.400 1.695
H -1.642 1.154 0.091
H -2.038 -0.583 0.200
H 3.098 0.669 -0.311
*
```

HOMO-LUMO gap = 9.37 eV
ΔE to the lowest compared entry with this formula, charge and spin = 4.441 eV
max |F| = 0.560 eV Å⁻¹
highest occupied orbital energy = -9.458 eV

***

# 2
DFT (ωB97M-V/def2-TZVPD) results for an isolated molecule of C3H4O3 at a distorted geometry.

Geometry as ORCA input:
```
! wB97M-V def2-TZVPD RIJCOSX def2/J DEFGRID3
* xyz 0 1
O -1.344 -1.257 0.217
C -0.481 -0.367 -0.284
C 0.186 1.561 0.229
O 1.311 0.874 0.044
C 0.988 -0.457 -0.008
O 1.758 -1.354 0.189
H -0.979 -2.016 0.695
H -0.738 -0.245 -1.336
H -0.752 0.915 0.744
H 0.051 2.346 -0.490
*
```

HOMO-LUMO gap (spin up / spin down) = 8.47 / 8.47 eV
ΔE to the lowest compared entry with this formula, charge and spin = 5.023 eV
max |F| = 4.768 eV Å⁻¹
highest occupied orbital energy (spin up / spin down) = -8.196 / -8.195 eV

***

# 3
DFT (ωB97M-V/def2-TZVPD) results for an isolated molecule of C3H4O3.

Geometry as ORCA input:
```
! wB97M-V def2-TZVPD RIJCOSX def2/J DEFGRID3
* xyz 0 1
O -0.897 1.129 -0.787
C -0.473 -0.111 -0.294
C -0.322 -0.053 1.229
O -0.540 -0.971 1.975
C 0.906 -0.510 -0.816
O 1.780 0.315 -0.928
H -0.193 1.773 -0.634
H -1.224 -0.860 -0.556
H 0.048 0.934 1.586
H 1.080 -1.581 -1.031
*
```

SMILES = O=CC(O)C=O
HOMO-LUMO gap = 10.13 eV
ΔE to the lowest compared entry with this formula, charge and spin = 1.713 eV
max |F| = 0.533 eV Å⁻¹
highest occupied orbital energy = -10.094 eV

***

# 4
DFT (ωB97M-V/def2-TZVPD) results for a structure of composition C3H4O3Ru at a distorted geometry.

Geometry as ORCA input:
```
! wB97M-V def2-TZVPD RIJCOSX def2/J DEFGRID3
* xyz 0 7
O -0.401 0.373 -0.902
C 0.876 -0.061 -0.981
C -0.854 1.484 0.689
O 1.731 0.607 -1.574
O 1.123 -1.076 -0.223
C -1.077 0.658 1.823
H 0.097 2.027 0.647
H -1.741 1.943 0.240
H -0.250 0.564 2.540
H -2.092 0.650 2.234
Ru -0.781 -1.287 0.425
*
```

HOMO-LUMO gap (spin up / spin down) = 6.31 / 4.43 eV
ΔE to the lowest compared entry with this formula, charge and spin = 2.272 eV
max |F| = 5.926 eV Å⁻¹
⟨S²⟩ = 12.02
highest occupied orbital energy (spin up / spin down) = -6.002 / -9.047 eV

***

# 5
DFT (ωB97M-V/def2-TZVPD) results for a cluster of 2 separate species, C3H4O3S in total at a distorted geometry.

Geometry as ORCA input:
```
! wB97M-V def2-TZVPD RIJCOSX def2/J DEFGRID3
* xyz 0 1
C 1.849 3.391 0.086
C 0.922 -1.436 -2.403
C -0.497 -1.514 -2.836
O 1.259 3.581 -0.882
O -0.708 -1.812 -0.103
O 2.431 3.101 1.024
S -0.277 -0.911 -1.176
H 1.574 -2.403 -2.291
H 1.485 -0.759 -2.917
H -0.955 -1.081 -3.710
H -0.732 -2.581 -2.924
*
```

HOMO-LUMO gap = 10.02 eV
ΔE to the lowest compared entry with this formula, charge and spin = 2.440 eV
max |F| = 3.722 eV Å⁻¹
highest occupied orbital energy = -9.588 eV

***

# 6
DFT (ωB97M-V/def2-TZVPD) results for a structure of composition C3H4O3S at a distorted geometry.

Geometry as ORCA input:
```
! wB97M-V def2-TZVPD RIJCOSX def2/J DEFGRID3
* xyz 0 1
C 1.600 0.490 -0.715
C -0.386 -0.745 -0.641
C 0.663 -0.100 0.007
O -1.070 -0.315 2.441
O -2.036 1.211 0.724
O -1.412 -1.293 -0.246
S -2.032 -0.038 1.422
H 2.484 1.080 -0.556
H 1.606 0.467 -1.777
H -0.110 -0.658 -1.718
H 0.694 -0.100 1.058
*
```

HOMO-LUMO gap = 8.99 eV
ΔE to the lowest compared entry with this formula, charge and spin = 3.298 eV
max |F| = 3.550 eV Å⁻¹
highest occupied orbital energy = -10.015 eV

***

# 7
DFT (ωB97M-V/def2-TZVPD) results for a structure of composition C3H4O3Y at a distorted geometry.

Geometry as ORCA input:
```
! wB97M-V def2-TZVPD RIJCOSX def2/J DEFGRID3
* xyz 0 2
H -0.551 -0.389 -1.852
H 0.224 2.508 -0.140
C -0.149 1.529 -0.474
C 0.728 0.712 -1.209
O 1.122 -0.423 -0.403
C 2.169 -1.112 -0.761
O 1.859 -2.375 -0.546
Y -1.964 -1.033 0.062
O -1.181 0.995 0.140
H 1.582 1.151 -1.728
H 2.559 -2.933 -0.903
*
```

HOMO-LUMO gap (spin up / spin down) = 6.07 / 5.08 eV
ΔE to the lowest compared entry with this formula, charge and spin = 4.756 eV
max |F| = 2.476 eV Å⁻¹
⟨S²⟩ = 0.87
highest occupied orbital energy (spin up / spin down) = -6.237 / -6.337 eV

***

# 8
DFT (ωB97M-V/def2-TZVPD) results for the ion C3H4O4P with charge -1 at a distorted geometry.

Geometry as ORCA input:
```
! wB97M-V def2-TZVPD RIJCOSX def2/J DEFGRID3
* xyz -1 1
C 0.175 -0.318 0.846
C -0.108 2.094 -0.345
C -0.174 0.596 -0.247
O 0.204 -1.633 0.638
O 0.425 0.191 1.934
O 0.199 -4.269 0.130
O -0.575 0.085 -1.493
P 0.566 -3.577 1.344
H 0.432 2.429 -1.332
H 0.603 2.591 0.397
H -1.009 2.677 -0.319
H -0.739 -0.867 -1.554
*
```

SMILES = C/C(O)=C(\[O-])OP=O
HOMO-LUMO gap (spin up / spin down) = 7.62 / 5.69 eV
ΔE to the lowest compared entry with this formula, charge and spin = 2.071 eV
max |F| = 3.703 eV Å⁻¹
highest occupied orbital energy (spin up / spin down) = -3.886 / -1.979 eV

***

# 9
DFT (ωB97M-V/def2-TZVPD) results for a structure of composition C3H4O4Rb at a distorted geometry.

Geometry as ORCA input:
```
! wB97M-V def2-TZVPD RIJCOSX def2/J DEFGRID3
* xyz -1 1
O 1.557 1.488 -0.032
C 0.596 0.767 0.275
C 3.000 -0.231 -0.568
O -0.626 1.014 0.335
O 0.828 -0.610 0.225
C 2.177 -1.053 0.162
H 3.994 0.006 -0.168
H 2.756 -0.054 -1.621
H 2.488 -1.366 1.166
Rb -2.672 -1.192 0.664
O -6.575 0.597 -0.144
H -7.522 0.632 -0.294
*
```

HOMO-LUMO gap = 4.34 eV
ΔE to the lowest compared entry with this formula, charge and spin = 2.953 eV
max |F| = 3.366 eV Å⁻¹
highest occupied orbital energy = -2.830 eV

***

# 10
DFT (ωB97M-V/def2-TZVPD) results for a structure of composition C3H4O4S at a distorted geometry.

Geometry as ORCA input:
```
! wB97M-V def2-TZVPD RIJCOSX def2/J DEFGRID3
* xyz 0 1
C -0.290 -1.334 0.255
C 0.376 -0.298 0.727
C 1.450 0.112 -0.359
O -0.830 -2.177 -0.246
O -1.481 0.494 -1.499
O -1.144 1.978 0.384
O -2.216 -0.162 0.789
S -1.452 0.706 -0.089
H 0.416 0.013 1.735
H 1.057 0.937 -0.999
H 1.864 -0.715 -0.973
H 2.250 0.447 0.274
*
```

HOMO-LUMO gap = 10.68 eV
ΔE to the lowest compared entry with this formula, charge and spin = 2.776 eV
max |F| = 3.615 eV Å⁻¹
highest occupied orbital energy = -10.491 eV

***

Q: Which of these has the lowest ΔE to the lowest compared entry with this formula, charge and spin?
A: number 3

***

Q: Which value of max |F| does entry 2 give?
A: 4.768 eV Å⁻¹